#one
DFT (ωB97M-V with the def2-TZVPD basis set) results for C3H2ClNO2S as an isolated structure.

Values from the calculation:
HOMO energy in eV: -9.71
Gap between HOMO and LUMO in eV: 8.9

Each line ends with the Mulliken charge.
Geometry (Å):
C -0.1930 -1.1489 -0.3932  0.71
C 1.1425 -1.4674 0.4331  0.36
C -0.7206 -0.9014 0.9378  -0.12
N 0.3815 -0.9082 1.6149  -0.39
O -0.5323 -0.7891 -1.4873  -0.48
O 2.2569 -1.8411 0.3555  -0.40
S -0.9811 2.5774 -0.5661  -0.12
Cl 1.0119 2.7821 -0.2299  -0.12
H -1.7563 -0.6207 1.1891  0.34
H -0.6096 2.3173 -1.8540  0.22

#two
DFT (ωB97M-V with the def2-TZVPD basis set) results for a 2-piece molecular cluster, C3H2ClNO2S overall.

Values from the calculation:
HOMO energy in eV: -9.87
Gap between HOMO and LUMO in eV: 10.1

Each line ends with the Mulliken charge.
Geometry (Å):
C -0.0539 -0.1982 1.8924  0.93
C 0.2702 0.3740 0.9176  -0.60
C -1.8018 -0.2754 -2.9973  0.02
N -1.1318 -0.0181 -2.1068  -0.31
O -0.6100 -0.6555 2.9946  -0.48
O 2.4433 1.4495 0.6992  -0.50
S 1.3956 1.0770 -0.2053  0.50
Cl 2.0796 -0.6467 -1.1224  -0.19
H -0.1593 -0.4883 3.7781  0.34
H -2.4319 -0.6183 -3.8502  0.29

How far above the most stable structure does each one sit? In kcal/mol: #one 0.0; #two 41.5.

#one
DFT (ωB97M-V with the def2-TZVPD basis set) results for a 2-piece molecular cluster, CH2BrNO3 overall.

Values from the calculation:
HOMO energy (spin up / spin down) in eV: -10.28 / -9.58
Gap between HOMO and LUMO (spin up / spin down) in eV: 8.2 / 6.4

Each line ends with the Mulliken charge.
Geometry (Å):
C -0.2558 -0.3057 0.1106  -0.29
N 0.9570 -0.2236 -0.6870  0.99
O 1.8603 -0.8813 -0.2229  -0.50
O 0.9281 0.4749 -1.6736  -0.52
O -1.3505 0.2295 -0.3636  -0.42
Br 0.6056 1.6875 2.1624  -0.20
H -0.4180 -1.0555 0.8936  0.52
H -2.3267 0.0742 -0.2195  0.41

#two
DFT (ωB97M-V with the def2-TZVPD basis set) results for one molecule with the formula CH2BrNO3.

Values from the calculation:
HOMO energy in eV: -10.23
Gap between HOMO and LUMO in eV: 9.9
SMILES string: O=[N+]([O-])OCBr

Each line ends with the Mulliken charge.
Geometry (Å):
O 1.3482 -0.1330 1.2718  -0.41
N 1.1144 0.8565 0.6625  1.06
O 1.6251 1.9100 0.7790  -0.48
O -0.0458 0.6680 -0.4200  -0.38
C -0.8577 -0.4588 -0.7474  -0.16
Br -1.1147 -1.3848 0.9792  -0.16
H -1.8408 -0.2605 -1.2665  0.27
H -0.2287 -1.1974 -1.2586  0.25

#three
DFT (ωB97M-V with the def2-TZVPD basis set) results for a 2-piece molecular cluster, CH2BrNO3 overall.

Values from the calculation:
HOMO energy in eV: -10.19
Gap between HOMO and LUMO in eV: 8.7

Each line ends with the Mulliken charge.
Geometry (Å):
C 1.0707 0.6964 -0.2587  -0.13
N -1.2469 -0.6634 0.2416  1.20
O -1.2632 0.2626 1.0133  -0.63
O -1.8631 -1.6740 0.2607  -0.59
O -0.5031 -0.5475 -0.7909  -0.51
Br 2.1921 -0.5455 0.3504  0.08
H 1.0562 1.0697 -1.2188  0.27
H 0.5574 1.4018 0.4024  0.32

How far above the most stable structure does each one sit? In kcal/mol: #one 2.7; #two 0.0; #three 19.2.

#one
DFT (ωB97M-V with the def2-TZVPD basis set) results for C31H22BrCl2F5N6O3TeV as an isolated structure.

Values from the calculation:
2S+1: 4
Net charge: -2
Expectation value of S²: 3.857
HOMO energy (spin up / spin down) in eV: -1.48 / -2.49
Gap between HOMO and LUMO (spin up / spin down) in eV: 5.8 / 6.8

Each line ends with the Mulliken spin population.
Geometry (Å):
V -0.6491 0.7209 -0.4942  1.91
Cl 2.6427 0.5341 -6.4514  0.00
C 1.3475 0.5581 -5.2891  0.00
C 1.6037 1.0796 -4.0294  0.00
C 0.5985 1.1175 -3.0665  -0.01
N 0.7466 1.5524 -1.7371  -0.05
C 1.6710 2.4968 -1.4443  0.02
O 2.3154 3.1370 -2.2832  0.00
C 2.0191 2.7313 0.0006  -0.15
C 3.2124 3.3918 0.2452  0.24
C 3.7010 3.5780 1.5373  -0.14
C 2.9831 3.0693 2.5913  0.24
C 1.7563 2.4072 2.3840  -0.15
N 1.2441 2.2787 1.0462  0.12
C -0.6817 0.6167 -3.4072  0.04
C -0.9292 0.1038 -4.6752  -0.01
C 0.0878 0.0771 -5.6166  0.00
Cl -0.2467 -0.5596 -7.2013  0.00
N -1.5939 0.7036 -2.3673  -0.04
C -2.8982 0.9294 -2.5309  0.02
O -3.5905 0.8570 -3.5540  0.02
C -3.4905 1.4157 -1.2419  0.02
C -4.8344 1.7238 -1.1118  0.00
C -5.2795 2.2638 0.0810  0.01
C -4.3669 2.4882 1.1035  0.00
C -3.0436 2.1462 0.9040  -0.01
N -2.6163 1.6154 -0.2465  -0.04
H 2.5820 1.4696 -3.8034  0.00
H 3.7478 3.7384 -0.6253  0.02
H 4.6299 4.1092 1.7010  -0.01
H 3.3145 3.2016 3.6124  0.04
H -0.0774 1.6551 3.1340  0.17
H -1.9137 -0.2632 -4.9178  0.00
H -5.4822 1.5360 -1.9562  0.00
H -6.3264 2.5053 0.2186  0.00
H -4.6760 2.9007 2.0535  0.00
H -2.2970 2.2604 1.6788  0.01
Br 2.8446 -1.3506 -0.3500  0.00
C 2.1025 -3.0814 -0.6637  -0.01
C 3.0036 -4.1059 -0.5233  0.01
C 2.6177 -5.4288 -0.7826  0.00
C 1.3471 -5.7001 -1.1960  0.00
C 0.3903 -4.6694 -1.3508  -0.01
C -0.9142 -4.9776 -1.7899  0.02
C -1.8380 -3.9786 -1.9329  0.00
C -1.5223 -2.6569 -1.6325  0.03
C -0.2629 -2.2885 -1.1669  -0.03
C 0.7561 -3.3169 -1.0575  -0.01
H 4.0167 -3.8807 -0.2207  0.00
H 3.3417 -6.2265 -0.6618  0.00
H 1.0409 -6.7176 -1.4132  0.00
H -1.1631 -6.0108 -2.0023  0.00
H -2.8413 -4.2140 -2.2704  0.00
H -2.2677 -1.8767 -1.7201  0.02
C 2.6254 0.9293 4.8863  0.01
N 1.3561 1.6100 4.6676  0.16
C 0.3013 1.1139 5.5393  -0.01
C 0.9501 1.8788 3.3802  0.20
N 0.0846 1.7170 0.9260  0.29
H 3.1721 1.3804 5.7207  0.00
H 3.2436 0.9712 3.9948  0.01
H 2.4487 -0.1271 5.1168  -0.01
H 0.5811 1.2783 6.5838  0.01
H 0.1171 0.0446 5.3829  0.00
H -0.6263 1.6415 5.3334  0.00
F -1.7446 -1.6840 3.8836  0.00
Te -1.5843 -0.9430 2.1532  0.01
F -3.5294 -1.1730 2.1706  0.00
F 0.3005 -1.1120 2.6467  0.00
F -1.9951 0.6786 3.2879  0.00
F -1.5660 -2.8059 1.6546  0.00
O 0.0032 -1.0645 -0.8345  0.00

#two
DFT (ωB97M-V with the def2-TZVPD basis set) results for C31H22BrCl2F5N6O3TeV as an isolated structure.

Values from the calculation:
2S+1: 4
Net charge: -2
Expectation value of S²: 3.827
HOMO energy (spin up / spin down) in eV: -1.28 / -2.46
Gap between HOMO and LUMO (spin up / spin down) in eV: 5.3 / 5.6

Each line ends with the Mulliken spin population.
Geometry (Å):
V 0.1317 0.3254 0.0190  1.13
Cl -3.7636 5.2809 -2.6482  0.00
C -3.5853 3.6300 -2.1292  0.00
C -2.5829 3.3248 -1.2285  0.00
C -2.4076 2.0210 -0.7634  0.03
N -1.5180 1.6525 0.2386  -0.01
C -1.2791 2.5539 1.2228  0.01
O -1.8388 3.6251 1.4291  0.01
C -0.2597 2.0306 2.2336  -0.01
C 0.1828 2.8404 3.3074  0.38
C 0.9507 2.2316 4.3035  -0.11
C 1.3688 0.9408 4.1490  0.35
C 1.1216 0.1897 2.9020  -0.09
N 0.0937 0.7975 2.0768  0.28
C -3.2224 1.0342 -1.3187  -0.02
C -4.2475 1.3387 -2.1886  -0.01
C -4.4461 2.6454 -2.5929  0.01
Cl -5.7807 3.0076 -3.6500  0.00
N -3.0002 -0.3827 -0.9688  -0.01
C -3.3550 -0.6181 0.5588  0.29
O -4.5019 -0.2140 0.7704  0.24
C -2.5440 -1.4142 1.3964  0.00
C -3.1874 -1.9975 2.5303  0.16
C -2.4923 -2.8731 3.3143  -0.05
C -1.1475 -3.1564 3.0144  0.26
C -0.5771 -2.4818 1.9432  -0.09
N -1.2206 -1.6334 1.1549  0.16
H -1.9384 4.1082 -0.8652  0.00
H -0.1461 3.8674 3.3473  0.01
H 1.1664 2.7656 5.2215  0.01
H 1.8388 0.4244 4.9744  0.01
H 0.8118 -0.8316 3.1502  0.03
H -4.9167 0.5669 -2.5455  0.00
H -4.2225 -1.7496 2.7174  0.03
H -2.9822 -3.3542 4.1542  0.00
H -0.5620 -3.8541 3.5971  0.02
H 0.4667 -2.6278 1.6932  -0.02
Br 1.9409 -3.1158 -0.5285  0.00
C 1.5212 -2.3233 -2.2216  0.00
C 2.3982 -2.6482 -3.2156  0.00
C 2.0409 -2.4525 -4.5583  0.00
C 0.7633 -2.0805 -4.8549  0.00
C -0.1477 -1.7518 -3.8276  0.00
C -1.5145 -1.4870 -4.1454  0.01
C -2.3830 -1.1970 -3.1520  -0.02
C -1.8824 -0.9773 -1.8335  -0.03
C -0.5891 -1.1151 -1.4577  0.01
C 0.2510 -1.7313 -2.4715  -0.02
H 3.3606 -3.0632 -2.9553  0.00
H 2.7602 -2.6598 -5.3397  0.00
H 0.4212 -2.0236 -5.8824  0.00
H -1.8409 -1.5518 -5.1764  0.00
H -3.4319 -1.0390 -3.3821  0.00
H -3.8193 -0.8566 -1.3457  0.02
C 4.6118 -0.4294 1.1888  0.00
N 3.5829 -0.1310 2.1810  0.02
C 4.0788 0.2759 3.4713  0.01
C 2.2715 -0.0905 1.7935  0.15
N 1.8226 -0.3167 0.6455  -0.05
H 5.2068 0.4590 0.9689  0.00
H 4.1866 -0.7688 0.2508  0.00
H 5.2530 -1.2287 1.5757  0.00
H 5.1635 0.1850 3.4436  0.00
H 3.7200 -0.3617 4.2862  0.00
H 3.8397 1.3164 3.7087  0.00
F 4.4661 -0.3910 -2.0460  0.00
Te 2.8827 1.0055 -1.5300  0.00
F 2.6334 2.7219 -2.3406  0.00
F 4.5587 1.9308 -1.1256  0.00
F 2.5348 0.6027 -3.4372  0.00
F 2.3036 2.2395 0.1708  0.00
O 0.6274 1.0405 -1.3780  -0.10

How far above the most stable structure does each one sit? In kcal/mol: #one 0.0; #two 128.0.

#one
DFT (ωB97M-V with the def2-TZVPD basis set) results for a 2-piece molecular cluster, C10H9NO overall.

Values from the calculation:
HOMO energy (spin up / spin down) in eV: -9.12 / -9.22
Gap between HOMO and LUMO (spin up / spin down) in eV: 7.5 / 8.5

Each line ends with the Mulliken charge.
Geometry (Å):
C -2.2958 -0.7516 0.9152  0.35
C 3.0015 -0.8791 -0.1556  -0.52
C 2.0330 -1.8620 -0.0239  -0.49
C 2.6625 0.4616 -0.1901  -0.38
C 0.6903 -1.5044 0.0731  -0.53
C 1.3230 0.8499 -0.0972  -0.55
C 0.4449 -0.1731 0.0338  0.72
C -1.8612 0.1712 -1.3071  -0.06
C -2.1521 1.7304 0.7120  -1.41
C -2.0971 0.3689 0.1057  0.67
N -2.3781 -1.6939 1.5708  -0.51
O -1.9097 -0.8790 -1.9129  -0.51
H 4.0399 -1.1678 -0.2324  0.38
H 2.3072 -2.9065 -0.0047  0.36
H 3.4222 1.2216 -0.2973  0.37
H -0.0952 -2.2366 0.1727  0.37
H 1.0391 1.8891 -0.1275  0.35
H -1.6274 1.1203 -1.8367  0.31
H -1.6607 2.4587 0.0696  0.35
H -1.6912 1.7438 1.6994  0.34
H -3.1951 2.0386 0.8331  0.38

#two
DFT (ωB97M-V with the def2-TZVPD basis set) results for one molecule with the formula C10H9NO.

Values from the calculation:
HOMO energy in eV: -7.24
Gap between HOMO and LUMO in eV: 7.2
SMILES string: Nc1ccc2c(O)cccc2c1

Each line ends with the Mulliken charge.
Geometry (Å):
N 3.6643 0.0675 -0.0404  -0.65
C 2.3613 -0.1316 -0.0910  0.38
C 1.7498 -1.3563 -0.0779  -0.32
C 0.4333 -1.6490 -0.3525  -1.04
C -0.4963 -0.7067 -0.0854  0.39
C -1.8212 -0.9339 0.1557  0.69
O -2.6159 -2.0919 0.1177  -0.55
C -2.6435 0.3071 -0.0591  -0.55
C -2.2697 1.7065 -0.1693  -0.46
C -0.8258 1.9415 0.0231  -0.55
C -0.0444 0.7374 -0.1262  0.60
C 1.3010 0.9236 0.0582  -0.65
H 3.9135 0.8764 0.6325  0.30
H 4.2220 -0.7213 0.5183  0.31
H 2.1604 -2.3295 0.1787  0.26
H 0.0908 -2.6398 -0.4257  0.47
H -3.4762 -1.8255 -0.2826  0.36
H -3.7199 0.2293 0.3195  0.20
H -2.9835 2.6024 0.1607  0.26
H -0.5286 3.0499 -0.4842  0.19
H 1.5285 1.9439 0.0300  0.36

How far above the most stable structure does each one sit? In kcal/mol: #one 0.0; #two 18.7.